This record from the OMol25 dataset describes a 2-piece molecular cluster, C6H15NO2 overall. The level of theory is ωB97M-V with the def2-TZVPD basis set.

Structure (ORCA input):
```
! wB97M-V def2-TZVPD RIJCOSX def2/J DEFGRID3
* xyz 0 1
H 1.270 2.558 0.789
H 0.351 -0.913 -0.696
H 1.283 2.091 -1.401
H 0.890 -2.936 -0.319
N 0.803 1.275 -1.762
C 0.451 2.106 1.348
C 0.430 -2.167 -0.940
H -1.906 0.661 1.402
H -1.214 -0.937 1.154
C -1.012 0.057 1.549
H 1.504 0.551 -1.868
C 0.183 0.694 0.863
O -1.616 -2.033 -2.157
H -0.921 0.132 -1.382
O 1.368 -0.019 0.883
H -0.942 1.663 -0.760
H 1.304 -0.839 1.404
H -0.821 -0.031 2.621
H -0.431 2.737 1.239
C -0.975 -2.486 -1.232
H 1.014 -2.081 -1.856
C -0.246 0.832 -0.883
H 0.738 2.080 2.402
H -1.505 -2.994 -0.397
*
```

Summary:
* orbital gap: 9.40 eV
* SMILES: CC(C)(O)CN.CC=O
* LUMO energy: 0.71 eV

Here are the natural (NBO) charges for atoms 1 to 8, given in e:
1. H 0.213
2. H 0.325
3. H 0.357
4. H 0.225
5. N -0.819
6. C -0.638
7. C -0.796
8. H 0.230



This record from the OMol25 dataset describes a 2-piece molecular cluster, C2H7N6S overall. The level of theory is ωB97M-V with the def2-TZVPD basis set.

Structure (ORCA input):
```
! wB97M-V def2-TZVPD RIJCOSX def2/J DEFGRID3
* xyz 1 1
H 1.874 -0.181 -1.233
H -0.693 -1.227 1.476
N -0.680 2.030 -2.726
S -2.930 3.296 -3.391
H 2.426 0.337 0.222
C -1.994 2.342 -2.468
N -2.406 1.690 -1.289
H -3.357 1.891 -1.002
N -0.052 1.322 -2.041
H 0.447 -0.371 0.410
C -1.522 0.933 -0.662
H 2.352 -1.267 -0.094
N -0.483 -0.386 0.957
N 1.877 -0.382 -0.236
N -1.561 0.201 0.392
H -2.423 0.117 0.945
*
```

Summary:
* orbital gap: 6.82 eV
* LUMO energy: -5.91 eV

Here are the natural (NBO) charges for atoms 1 to 8, given in e:
1. H 0.391
2. H 0.385
3. N -0.089
4. S 0.253
5. H 0.392
6. C 0.081
7. N -0.610
8. H 0.459



This record from the OMol25 dataset describes C37H35N4OPdSi as an isolated structure. The level of theory is ωB97M-V with the def2-TZVPD basis set.

Structure (ORCA input):
```
! wB97M-V def2-TZVPD RIJCOSX def2/J DEFGRID3
* xyz -1 1
C 2.719 1.118 -2.333
H -1.188 0.732 0.221
C 3.050 2.438 2.279
H -0.623 -5.238 -4.388
C -3.716 2.427 0.892
C 1.734 0.040 2.481
C -2.606 0.905 -4.974
C 2.498 0.302 1.371
C -3.378 4.525 1.965
H -3.687 5.527 2.229
C 0.684 -5.320 -2.691
C -1.501 0.670 6.431
C 4.453 -0.259 -3.998
C -2.160 0.744 -6.279
H -2.142 0.641 -2.888
H 2.509 -0.406 0.551
H 0.736 -6.402 -2.681
C -1.005 -0.442 7.095
H 5.885 1.275 -3.537
C -1.804 0.508 -3.911
H -2.770 0.057 0.565
H -2.781 1.054 -7.111
H -0.647 -0.356 8.112
C -0.076 -4.665 -3.648
H -0.123 -0.901 0.701
O -0.062 -0.052 -1.247
H -0.613 -2.548 6.897
C -2.157 4.040 2.401
N -1.352 -0.049 2.150
H -0.548 0.069 -7.527
C -1.902 -0.514 4.524
H 1.424 -2.060 2.209
H -1.442 -2.609 4.546
H 5.132 -0.807 -4.641
H 2.852 -1.653 -4.261
C -2.373 -0.493 3.091
C 4.878 0.908 -3.377
H -0.741 -2.778 -4.411
C -0.139 -3.274 -3.657
C 1.379 -4.576 -1.744
C -4.174 3.698 1.190
H 0.867 -0.625 -5.639
C 0.550 -2.505 -2.719
H -1.494 4.649 3.001
C -1.946 0.640 1.008
H -3.210 0.206 3.044
H 1.852 -2.622 -1.015
N 1.684 0.888 3.569
Si 0.479 -0.602 -2.610
H -4.306 1.746 0.293
C 3.199 1.517 1.278
H 0.655 -1.364 3.639
H 3.535 3.406 2.237
C -0.410 -1.097 1.738
C 4.007 1.595 -2.540
C -0.114 -0.203 -5.440
H 2.046 1.639 -1.660
C 2.255 2.116 3.404
C -0.545 -0.059 -4.119
H -2.752 -1.490 2.812
C 1.308 -3.191 -1.763
H -5.136 4.036 0.826
Pd 0.032 1.909 2.974
C 2.265 -0.048 -2.958
H -1.542 1.632 6.930
C 3.162 -0.727 -3.785
H -3.580 1.345 -4.788
H 2.316 2.731 4.294
C -1.449 -1.689 5.116
H 4.336 2.501 -2.044
C -0.987 -1.651 6.420
N -1.711 2.815 2.116
C -2.478 2.007 1.365
N -1.946 0.645 5.179
H 1.975 -5.080 -0.991
C 0.874 -1.192 2.585
C -0.907 0.190 -6.511
H -0.919 -2.074 1.746
H 3.811 1.723 0.410
*
```

Summary:
* orbital gap: 6.33 eV
* LUMO energy: 2.69 eV

Here are the Mulliken charges for atoms 1 to 8, given in e:
1. C -0.633
2. H -0.150
3. C -0.428
4. H 0.375
5. C -0.802
6. C 0.456
7. C -0.511
8. C 0.063



Table of energy above the lowest of the compared OMol25 structures with the same formula, charge and spin (kJ/mol), in record order: 331.03 76.55 0.00
Table of max |F| (eV/A), in record order: 4.31 3.33 0.13